No. 1
The following is a DFT calculation (ωB97M-V/def2-TZVPD) of C5H4N2 in the gas phase at a distorted geometry.

Geometry as XYZ:
```
11
Properties=species:S:1:pos:R:3:lowdin_charge:R:1
C -1.1524 -2.0862 0.4690 0.13
C -0.9000 -0.9662 0.1033 -0.10
C -0.6456 0.3947 -0.3335 -0.27
N -0.2502 1.4579 0.6246 0.07
C 0.6925 1.0972 -0.3801 -0.32
C 1.9410 0.3768 -0.0344 -0.12
N 2.1264 -0.6864 -0.4684 0.20
H -1.3431 -3.0895 0.7954 0.03
H -1.4137 0.7725 -1.0123 0.14
H 0.0685 1.0075 1.4810 0.11
H 0.8766 1.7217 -1.2445 0.13
```

SMILES = C#C[C@H]1N[C@H]1C#N
2S+1 = 1
LUMO = -0.0040 hartree
molecular weight = 92.1 g/mol
ΔE to the lowest compared entry with this formula, charge and spin = 102.3 kcal/mol

=====

No. 2
The following is a DFT calculation (ωB97M-V/def2-TZVPD) of C3H5N3OS in the gas phase at a distorted geometry.

Geometry as XYZ:
```
13
Properties=species:S:1:pos:R:3:lowdin_charge:R:1
O 1.9043 1.4446 -0.1754 -0.13
N 0.5906 1.6059 0.1438 0.00
C -0.0651 0.5411 0.2313 -0.35
C -1.6132 0.5596 0.3265 -0.11
N -2.0303 -0.8694 -0.1230 0.04
C -0.8993 -1.5328 -0.1869 -0.25
N 0.3009 -0.8373 -0.0201 -0.37
S 1.9160 -1.5391 0.2854 0.81
H 2.3054 2.3992 -0.2441 0.15
H -2.0250 1.4253 -0.3329 0.14
H -2.0215 0.7320 1.3113 0.09
H -0.7823 -2.6451 -0.3003 0.13
H 2.4194 -1.2838 -0.9156 -0.15
```

SMILES = O/N=C1/CN=CN1S
2S+1 = 1
LUMO = 0.0177 hartree
molecular weight = 131.2 g/mol
ΔE to the lowest compared entry with this formula, charge and spin = 85.4 kcal/mol

=====

No. 3
The following is a DFT calculation (ωB97M-V/def2-TZVPD) of C2H6N4 in the gas phase at a distorted geometry.

Geometry as XYZ:
```
12
Properties=species:S:1:pos:R:3:lowdin_charge:R:1
C -1.7150 0.2434 -1.3213 -0.04
N -0.7783 -0.0417 -0.4182 -0.09
N 0.4771 0.1200 -0.8411 -0.07
C 1.4861 -0.1102 0.1403 -0.23
N 1.4353 -0.1340 1.4027 -0.07
N 0.3239 0.1133 2.1243 -0.02
H -1.4347 0.3211 -2.3830 0.06
H -2.7666 0.0498 -0.9225 0.08
H 0.7936 0.2279 -1.8404 0.16
H 2.4136 -0.3533 -0.3258 0.09
H -0.5342 0.1441 1.5451 0.06
H 0.2993 -0.5803 2.8397 0.07
```

SMILES = C=NN/C=N\N
2S+1 = 1
LUMO = 0.0329 hartree
molecular weight = 86.1 g/mol
ΔE to the lowest compared entry with this formula, charge and spin = 79.8 kcal/mol

=====

No. 4
The following is a DFT calculation (ωB97M-V/def2-TZVPD) of 14 unconnected molecules or ions with the total composition H28O14 at a distorted geometry.

Geometry as XYZ:
```
42
Properties=species:S:1:pos:R:3:lowdin_charge:R:1
O 2.0570 -0.8988 -4.2501 -0.03
H 1.8571 -0.4061 -4.9899 -0.01
H 1.4141 -1.6105 -4.5350 0.09
O 0.9349 -2.7987 2.6434 0.01
H 0.1072 -2.3774 3.0720 0.13
H 1.6542 -2.3708 2.5955 -0.08
O 3.9491 1.9756 3.1659 -0.07
H 3.9132 2.6900 2.5609 -0.02
H 2.9971 1.7278 3.4815 0.10
O 4.0954 3.1499 -0.0387 -0.06
H 3.0796 3.1795 -0.0043 0.08
H 4.2656 2.7784 0.8076 -0.03
O -0.3769 4.8258 -0.4173 -0.06
H -0.4405 3.9558 -0.7878 -0.02
H -0.2869 4.5888 0.5365 0.06
O -3.2037 -1.5032 3.1446 -0.12
H -4.2239 -1.6369 3.2293 0.09
H -2.9758 -1.9882 2.3128 -0.01
O -3.1269 0.3948 0.0109 0.00
H -2.7854 -0.2370 0.5082 -0.07
H -3.8329 -0.2230 -0.3095 0.09
O -0.2199 0.2172 0.8042 0.03
H -0.6336 0.2233 -0.0273 0.00
H 0.4830 -0.1858 0.4765 -0.06
O -1.6695 -3.1793 1.1601 -0.04
H -1.3560 -2.7347 0.2601 0.13
H -0.8541 -3.4297 1.4010 -0.07
O 0.4132 1.8278 -2.0629 -0.04
H 0.6706 2.5541 -2.5562 -0.01
H 0.1464 1.2496 -2.8510 0.08
O -3.3934 3.2661 0.4736 -0.11
H -3.4793 2.6314 -0.2379 -0.01
H -3.1591 2.5775 1.2246 0.09
O 2.6587 -4.6074 1.4747 0.00
H 1.7592 -4.5617 1.5389 -0.04
H 2.8366 -3.7455 1.8258 0.01
O -2.9517 -0.3638 -3.1815 -0.04
H -3.1809 -0.7137 -4.0573 0.05
H -3.8204 -0.1047 -2.9682 0.00
O 2.1564 -1.5079 -1.4370 -0.10
H 1.4886 -1.4502 -2.1144 -0.02
H 3.0336 -1.1784 -1.8822 0.10
```

2S+1 = 1
LUMO = -0.0188 hartree
molecular weight = 252.2 g/mol
ΔE to the lowest compared entry with this formula, charge and spin = 139.4 kcal/mol

=====

- Number 2 is which compound?
  C3H5N3OS

=====

- What is the formula in the third record?
  C2H6N4

=====

- The highest LUMO belongs to which entry?
  C2H6N4